# 1
A molecular structure, C30H45DyN3O7P2 in a non-equilibrium geometry. Source: the OMol25 dataset; level of theory: wB97M-V/def2-TZVPD.

XYZ file:
```
88
Properties=species:S:1:pos:R:3:forces:R:3
Dy 1.8413 2.0454 -0.2358 -0.200 -2.557 -1.229
P 0.9515 4.7829 -1.0065 -0.570 2.718 -0.679
P 2.6149 3.0516 -2.6077 0.863 1.078 -2.242
O -0.4382 0.4086 7.4070 0.334 2.202 -1.438
O 1.7865 0.9301 1.6183 -0.641 -0.826 3.732
O -0.5059 2.6098 7.2500 0.535 -2.044 -1.136
O 2.7982 -1.5558 3.1476 -2.596 0.897 0.899
O 0.5284 4.5854 2.9713 0.731 -1.945 -0.733
O 1.2996 3.3610 1.2934 -1.519 2.155 5.135
O 0.7785 -2.3270 3.6304 1.949 2.038 -0.167
N -0.2900 1.4797 6.7715 -1.221 -0.058 2.824
N 0.9331 3.4983 2.5651 0.332 1.153 -1.822
N 1.6005 -1.3918 3.4529 0.369 -2.141 -0.470
C -0.6522 5.6788 -1.2159 -0.336 0.047 0.051
C -2.7600 2.8281 1.6162 -0.580 0.127 0.226
C -4.9898 3.1883 -0.6461 -0.460 -0.377 0.491
C 2.5894 -2.6167 0.5954 0.433 -0.363 0.284
C -3.9144 2.1526 1.4944 0.560 0.170 0.832
C -4.1718 3.2777 -1.8901 0.664 0.420 -0.484
C 1.3457 1.0750 2.8535 0.943 -0.070 -2.801
C 0.4730 2.5420 4.6883 -0.114 -1.465 0.277
C 4.0532 2.2734 -3.3978 0.087 -0.040 -0.523
C 1.8340 5.6553 -2.4043 -0.133 -0.460 0.024
C 0.9769 2.3655 3.3834 -0.517 -0.349 0.495
C 3.1087 4.8535 -2.6150 0.342 -0.359 -0.118
C -1.6469 -0.8321 -1.5477 -0.490 0.131 -0.167
C 1.6716 -1.7044 -0.1022 0.366 0.269 -0.665
C 1.4026 3.1937 -3.9963 -0.263 -0.243 -0.230
C -1.9887 2.6807 -0.7815 0.741 -0.147 -0.411
C -2.1323 3.5712 0.4700 0.540 0.027 0.194
C -0.2251 -0.9184 -1.1198 -0.361 -1.556 2.206
C -0.5970 -2.3848 0.9338 -0.477 -0.146 0.592
C 0.1595 1.3808 5.4049 0.411 1.348 -0.972
C 1.1004 -0.0368 3.7040 -0.668 0.221 1.087
C -2.8507 3.0775 -1.9546 -0.058 -0.191 -0.546
C 0.2596 -1.6485 -0.0094 -1.497 1.026 -1.605
C -4.6987 1.9273 0.2289 -0.872 -0.169 0.032
C 1.7103 5.8974 0.2403 -0.077 0.061 0.455
C 0.3552 0.1057 4.8690 1.035 -0.263 -0.490
C 3.4774 -0.9137 -1.7232 0.471 -0.003 -0.187
C 2.0785 -0.9451 -1.2267 -0.851 0.390 -1.055
C 0.7775 -0.2940 -3.3857 0.177 0.505 -0.359
C 0.8910 -0.5684 -1.9312 2.214 -0.394 0.253
H -1.8112 0.0221 -2.2239 -0.025 -0.304 0.153
H 0.3716 -1.1537 -3.9473 0.053 0.158 0.393
H 4.1900 2.7145 -4.3970 0.198 -0.261 0.270
H 2.0355 6.6944 -2.1143 -0.101 -0.295 -0.163
H -1.3173 -1.6931 1.3878 -0.073 -0.201 0.013
H -2.1748 1.6190 -0.5511 0.048 0.434 0.182
H -2.2572 2.9452 2.5883 -0.517 -0.158 -0.276
H 4.9424 2.4550 -2.7818 -0.122 -0.073 -0.177
H 1.6012 6.9368 -0.1056 0.049 -0.375 0.194
H -0.4798 6.6025 -1.7959 -0.030 -0.364 0.330
H 0.0295 -0.7730 5.4201 0.227 0.182 -0.014
H 1.7623 -0.0803 -3.8185 -0.259 0.078 -0.005
H 0.3334 3.5425 5.0750 -0.169 -0.180 0.148
H -5.6792 1.5346 0.5378 0.292 0.077 -0.062
H -1.1687 -3.1719 0.4240 0.074 0.115 0.121
H -0.9228 2.6964 -1.1108 -0.528 0.049 0.046
H 1.6346 4.0794 -4.6068 0.004 -0.394 0.123
H 2.1928 -3.0121 1.5366 0.118 0.010 -0.423
H 3.5444 -2.1123 0.7947 -0.203 -0.184 0.067
H 3.9843 -1.8816 -1.6113 -0.136 0.183 -0.003
H 3.5338 -0.6519 -2.7810 -0.010 -0.067 0.084
H 1.1749 5.6674 -3.2838 0.373 -0.041 0.172
H -4.2558 1.1020 -0.3553 -0.079 0.401 0.023
H -1.9591 -1.7502 -2.0858 0.131 0.378 0.199
H -1.1392 3.9814 0.7819 -0.719 -0.463 -0.217
H 2.8317 -3.4735 -0.0649 -0.174 0.278 0.194
H 1.4542 2.3039 -4.6300 0.029 0.099 0.098
H -2.3333 -0.7152 -0.6953 0.227 -0.082 -0.189
H -1.0496 5.9427 -0.2248 0.051 -0.030 -0.448
H -6.0547 3.1936 -0.9496 0.527 -0.107 0.284
H -4.7179 3.5505 -2.7983 0.309 -0.077 0.199
H 0.0996 0.5490 -3.5808 0.151 -0.144 -0.085
H 3.5927 5.0730 -3.5738 0.067 -0.040 0.163
H 3.8922 1.1888 -3.4803 0.153 0.444 -0.064
H -0.0329 -2.8328 1.7542 -0.191 -0.045 -0.335
H 1.2251 5.7745 1.2133 0.248 0.158 -0.283
H -4.3771 1.7522 2.4095 0.407 0.000 -0.424
H -2.3196 3.1479 -2.9212 -0.532 0.000 0.404
H -1.3958 5.0659 -1.7487 0.249 0.293 0.214
H 2.7761 5.6583 0.3367 -0.133 0.111 0.099
H -4.8648 4.0630 0.0146 -0.041 -0.103 -0.405
H 4.0867 -0.1861 -1.1716 0.169 -0.006 -0.054
H -2.7311 4.4616 0.2183 0.157 -0.325 0.120
H 0.3610 3.2833 -3.6535 0.301 -0.002 0.023
H 3.8367 5.0260 -1.8069 -0.168 0.057 -0.250
```
Forces are in eV/Å.

Summary:
* <S²>: 9.78
* net charge: +1
* multiplicity: 6
* gap between HOMO and LUMO (spin up / spin down): 5.34 / 5.10 eV
* LUMO level (spin up / spin down): -4.943 / -4.953 eV
* max |F|: 5.8 eV Å⁻¹
* molecular weight: 784.15 g/mol

***

# 2
A molecular structure, C30H45F2Sn in a non-equilibrium geometry. Source: the OMol25 dataset; level of theory: wB97M-V/def2-TZVPD.

XYZ file:
```
78
Properties=species:S:1:pos:R:3:forces:R:3
Sn 1.2178 -0.6444 -1.4736 -0.603 0.117 0.878
F 1.0677 4.5105 1.2723 -0.370 0.111 0.546
F -5.4687 4.3598 0.1449 0.028 0.042 0.566
C 5.5075 0.5566 -2.5133 -0.126 -0.062 0.226
C 3.7415 -3.7519 -0.6917 -0.336 0.128 0.046
C -2.9060 -0.2725 1.2259 -0.162 -0.157 0.121
C 1.1147 3.9288 3.5845 0.088 0.357 -0.766
C -0.6975 2.5779 4.4522 -0.333 -0.453 -0.043
C -1.9131 0.7590 0.7633 1.963 -1.355 -1.078
C -0.8226 3.4010 2.1880 0.804 0.216 -0.471
C -2.7153 -4.0946 -2.3128 0.213 -0.046 0.074
C 6.6935 1.0141 -1.6589 -0.189 -0.090 0.012
C -0.3489 -1.0247 -2.9398 0.588 0.059 0.164
C -1.3524 2.5677 3.1858 -0.609 0.152 0.036
C 0.4331 3.9716 2.3687 -0.116 -0.279 0.204
C 3.0446 -0.1580 -2.5553 -0.206 -0.026 0.112
C 0.4910 3.2576 4.6320 0.409 -0.113 0.665
C -5.3142 3.5620 1.2550 0.653 -0.223 0.340
C -4.0202 3.3248 1.7245 -1.198 0.455 -0.511
C 4.3517 -5.0204 -1.2645 0.212 0.075 0.034
C 0.5215 0.9359 0.0180 1.493 -0.045 -1.605
C -2.5023 1.7192 2.9022 -0.857 1.450 1.649
C 1.5518 -2.4462 -0.2849 0.020 0.425 -0.334
C -4.9689 1.7494 3.2973 -0.964 -0.170 -0.054
C 4.2481 0.2284 -1.6889 0.107 0.165 -0.104
C -0.5626 0.4855 0.8745 -1.737 -0.406 0.553
C 2.2526 -3.6140 -1.0123 -0.427 -0.014 0.087
C -3.8189 2.2700 2.6403 1.285 -0.164 0.463
C -1.5659 -1.8195 -2.4532 -0.152 0.023 -0.007
C -2.3689 1.5364 -0.4534 -0.501 0.217 -0.180
C -6.2586 2.1015 2.8953 0.916 0.319 -0.613
C -6.4476 2.9833 1.8092 -0.005 -0.230 0.243
C -1.4307 -3.3321 -2.6613 -0.082 0.067 0.027
H -2.6954 -0.6305 2.2439 -0.089 -0.016 -0.500
H -3.5842 -3.6596 -2.8232 0.161 -0.077 0.103
H -2.8506 -1.1270 0.5435 -0.139 -0.157 -0.085
H 6.9833 0.2407 -0.9338 -0.077 0.182 -0.130
H -0.2538 -0.2151 1.6694 -0.226 0.257 -0.306
H -0.5968 -3.7211 -2.0543 -0.147 0.114 -0.160
H -2.6241 -5.1423 -2.6231 -0.105 0.122 0.097
H -2.5309 0.8341 3.5457 -0.086 0.332 0.206
H 3.8696 -3.7480 0.3966 -0.046 0.009 -0.049
H -1.7690 -1.6216 -1.3878 0.048 -0.017 -0.225
H -1.7159 2.3818 -0.7235 -0.142 -0.325 0.143
H -3.3999 1.9340 -0.3613 0.553 -0.264 0.098
H -3.9284 0.1232 1.1874 0.171 -0.110 0.172
H -2.3780 0.8276 -1.3097 0.002 0.355 0.228
H 3.2703 -1.0319 -3.1837 0.042 0.193 0.024
H 2.1273 -3.5212 -2.1050 0.073 -0.088 0.191
H 2.0877 4.4138 3.6815 -0.302 -0.192 -0.001
H 1.4862 1.0502 0.5376 -0.391 0.488 0.000
H -1.3244 3.5040 1.2208 0.513 -0.243 0.360
H -7.1264 1.6803 3.3822 -0.039 -0.038 0.134
H -1.1759 2.0609 5.3054 0.374 0.221 -0.654
H 4.4184 -4.9864 -2.3516 -0.068 0.002 -0.081
H 4.4925 -0.5838 -0.9855 -0.078 0.179 -0.108
H 5.3607 -5.1585 -0.8772 0.100 -0.076 -0.046
H 7.5520 1.2165 -2.2990 0.110 0.042 0.067
H 0.5418 -2.7217 0.0528 0.355 0.025 0.092
H -4.8512 1.0866 4.1651 0.096 0.182 -0.517
H 0.3356 1.7768 -0.6820 0.053 -0.216 0.831
H -2.4623 -1.4644 -2.9920 0.182 -0.210 0.114
H 0.1673 -1.5241 -3.7731 -0.371 0.113 -0.046
H 6.4550 1.9321 -1.1061 0.037 -0.197 -0.078
H 5.2635 1.3400 -3.2426 -0.002 -0.124 0.063
H 4.2724 -2.8684 -1.0667 -0.002 -0.078 0.036
H 0.9907 3.2515 5.6174 -0.366 -0.020 -0.548
H 2.1286 -2.0799 0.5779 -0.197 -0.377 -0.047
H -3.1964 3.9295 1.3561 -0.249 -0.340 -0.212
H -1.1697 -3.5281 -3.7125 -0.025 0.074 0.174
H -2.9052 -4.0776 -1.2302 -0.010 0.049 -0.270
H 2.7514 0.6683 -3.2159 0.243 -0.120 -0.031
H 3.7678 -5.8986 -0.9886 -0.052 -0.029 0.020
H -0.6302 -0.0157 -3.2583 -0.034 -0.171 -0.125
H 3.9965 1.1079 -1.0722 0.046 -0.233 -0.112
H -7.4331 3.2253 1.4333 0.054 -0.017 -0.052
H 1.7302 -4.5487 -0.7407 0.305 0.121 -0.068
H 5.7991 -0.3341 -3.0871 -0.080 0.126 0.024
```
Forces are in eV/Å.

Summary:
* energy relative to the best compared isomer or geometry (same formula, charge and spin): 0.211 eV
* net charge: -1
* gap between HOMO and LUMO: 4.53 eV
* LUMO level: 2.363 eV
* max |F|: 2.6 eV Å⁻¹
* molecular weight: 562.40 g/mol

***

# 3
A molecular structure, C30H45MnN5O6SeSi in a non-equilibrium geometry. Source: the OMol25 dataset; level of theory: wB97M-V/def2-TZVPD.

XYZ file:
```
89
Properties=species:S:1:pos:R:3:forces:R:3
Se 0.9429 2.4099 2.2603 -0.224 0.131 1.264
Mn 1.4990 0.9983 0.4059 0.072 0.012 -0.324
Si -0.9529 -1.3553 0.0744 0.189 0.044 -0.170
O -0.0033 -2.4667 -0.6775 0.074 0.138 -0.112
O -1.6477 -2.0588 1.3688 -0.066 0.233 0.048
O 0.0207 -0.1118 0.4173 -0.067 -0.175 0.460
O 1.3993 2.0535 -1.1619 0.067 0.274 -0.216
O -2.1508 -0.7973 -0.8699 0.008 -0.081 -0.113
O 2.4214 0.1248 -4.7877 0.012 0.019 -0.012
N 1.3478 5.1262 3.0514 0.157 0.180 0.172
N 2.5585 -0.0461 -0.8333 -0.084 0.059 -0.624
N 2.4511 0.2812 -2.1475 -0.166 0.213 0.021
N -0.4823 4.8696 1.9378 -0.261 0.006 -0.102
N 2.7963 -0.1970 1.7286 -0.137 -0.033 -0.096
C 0.6980 6.3461 3.0506 0.124 -0.057 0.027
C -3.5808 -0.7867 -0.8652 -0.124 -0.009 0.036
C 1.5192 1.9304 -5.9549 0.011 0.041 -0.120
C 0.0013 -3.1321 -1.9494 -0.033 -0.092 0.032
C -3.9928 0.1046 -2.0272 0.013 0.039 -0.039
C 0.6357 3.8630 -4.8067 -0.014 0.042 -0.095
C -0.1498 -1.6038 3.2355 0.036 0.072 -0.247
C -4.1150 -2.1994 -1.0686 0.058 -0.022 0.073
C -2.5411 -2.2455 3.5495 -0.054 0.070 -0.013
C 1.4174 -3.6751 -2.1440 0.033 0.054 0.030
C 2.9038 -0.2411 3.0514 -0.011 0.115 0.077
C 3.2349 -1.2561 1.0157 -0.060 -0.031 -0.031
C -0.4447 6.1854 2.3516 -0.046 -0.041 -0.086
C -1.2990 -2.4432 2.6939 0.029 -0.188 0.065
C 0.9262 3.2742 -3.6022 -0.005 -0.005 0.030
C 0.9338 3.1762 -5.9884 0.004 0.014 0.044
C 1.8385 1.3299 -4.7369 0.016 0.025 0.096
C 3.1461 -1.0959 -0.4328 0.224 -0.403 0.163
C 3.7380 -2.3912 1.6145 0.103 -0.219 -0.119
C 1.8004 1.4348 -2.2376 0.140 -0.307 0.296
C -4.1100 -0.2153 0.4461 0.077 -0.013 0.010
C -0.3410 -2.1637 -3.0747 -0.086 0.033 0.045
C 3.4103 -1.3394 3.7280 0.028 -0.077 0.028
C 1.5333 2.0099 -3.5400 -0.079 0.059 -0.116
C -0.9897 -4.2882 -1.8985 -0.072 0.026 0.078
C -1.5587 4.2316 1.1772 0.034 0.046 -0.024
C 0.6139 4.2356 2.3732 -0.011 0.002 -0.491
C 2.6156 4.8377 3.7191 -0.029 0.008 -0.040
C 3.8102 -2.4430 2.9985 0.020 -0.023 0.090
C -0.8975 -3.9121 2.6651 0.066 -0.040 -0.024
H -1.7865 3.2650 1.6189 0.017 -0.011 0.049
H -3.3537 -2.8773 3.1862 0.015 0.028 0.029
H -3.8160 -2.5869 -2.0446 0.002 -0.005 0.037
H -0.2557 -2.6631 -4.0430 0.028 0.027 0.055
H -5.2058 -2.2001 -1.0177 0.038 -0.014 -0.022
H 0.7346 -1.7600 2.6112 -0.034 -0.009 0.080
H -0.6761 -5.0183 -1.1486 -0.041 0.022 -0.018
H -3.8508 -0.8702 1.2774 -0.021 0.042 -0.005
H 2.0690 -2.9107 -2.5772 0.007 -0.021 0.060
H -1.2236 6.8902 2.1149 0.023 -0.080 -0.008
H 1.1045 7.2144 3.5400 -0.002 -0.067 -0.011
H -1.3547 -1.7804 -2.9599 0.035 -0.025 -0.046
H 4.0634 -3.2199 0.9972 -0.033 0.030 0.060
H 2.6282 -0.1701 -3.8786 -0.025 0.002 0.007
H -0.4035 -0.5413 3.2052 0.011 -0.010 0.043
H -1.0499 -4.7855 -2.8695 0.004 0.010 0.057
H -2.4378 4.8680 1.2130 0.033 0.044 0.028
H 0.6948 3.7749 -2.6712 0.026 -0.021 -0.031
H -0.6996 -4.2753 3.6763 0.004 -0.016 -0.041
H 2.5697 0.6354 3.5893 -0.078 0.020 0.002
H -3.6696 1.1327 -1.8480 -0.006 -0.040 -0.029
H -5.0779 0.0918 -2.1508 0.048 0.026 -0.004
H 0.3500 -1.3174 -3.0559 -0.018 -0.006 -0.036
H -2.3340 -2.4967 4.5917 -0.040 -0.026 -0.037
H -3.5294 -0.2469 -2.9509 -0.036 0.011 0.016
H 4.1738 -3.3317 3.4994 0.024 0.047 -0.050
H -1.2571 4.0792 0.1432 0.056 0.022 -0.010
H -2.8633 -1.2028 3.4998 0.006 -0.040 0.031
H 3.3682 4.5478 2.9902 -0.023 0.010 -0.057
H -5.1968 -0.1244 0.3929 0.033 0.031 0.036
H 0.7064 3.6303 -6.9449 0.002 -0.023 0.017
H -1.9833 -3.9213 -1.6324 0.073 -0.048 -0.027
H -1.6964 -4.5117 2.2262 0.021 0.019 0.022
H 1.7594 1.3939 -6.8636 -0.017 0.010 0.028
H 0.0031 -4.0408 2.0584 -0.047 -0.020 0.013
H 2.9399 5.7316 4.2425 -0.026 0.035 -0.016
H 1.8188 -3.9885 -1.1770 -0.028 -0.067 -0.061
H 3.4658 -1.3296 4.8078 0.000 0.033 -0.040
H -3.7328 -2.8568 -0.2832 -0.031 0.003 -0.060
H 1.4161 -4.5346 -2.8157 0.027 0.051 -0.024
H 3.5655 -1.8044 -1.1352 0.073 -0.035 0.017
H 0.1855 4.8458 -4.8447 -0.011 -0.040 0.001
H 2.4839 4.0280 4.4312 -0.049 -0.006 0.025
H 0.0793 -1.8953 4.2628 0.008 0.011 -0.038
H -3.6819 0.7747 0.6267 -0.018 -0.039 -0.012
```
Forces are in eV/Å.

Summary:
* <S²>: 6.07
* net charge: +1
* multiplicity: 5
* gap between HOMO and LUMO (spin up / spin down): 6.45 / 6.75 eV
* LUMO level (spin up / spin down): -4.144 / -3.839 eV
* max |F|: 1.3 eV Å⁻¹
* molecular weight: 733.70 g/mol

***

Which of these has the lowest max |F|?
C30H45MnN5O6SeSi

***

Number 3 is which compound?
C30H45MnN5O6SeSi

***

Look up the max |F| of the second one.
2.6 eV Å⁻¹

***

Which formula does entry 1 have?
C30H45DyN3O7P2